No. 1
DFT (ωB97M-V/def2-TZVPD) results for a 4-piece molecular cluster, C37H49BrF9IO14 overall.

E_LUMO ... -0.630 eV
Spin multiplicity ... 1
SMILES ... COCCCCCCC[C@]1(O)C(=O)O[C@@](Br)(CCC(=O)O)[C@]1(C[C@H](C)I)OC(=O)c1ccccc1.CCOC(=O)C(F)(F)F.CCOC(=O)C(F)(F)F.CCOC(=O)C(F)(F)F
Largest force on an atom ... 5.12 eV Å⁻¹

Last columns: bonded neighbours and bond lengths (Å).
Positions of all 111 atoms, in Å:
1 C -0.7285 -4.5297 1.2759  O2 1.449, H36 1.158, H37 1.151, H38 1.148
2 O -1.2916 -4.3278 -0.0443  C1 1.449, C3 1.468
3 C -2.2807 -3.2441 -0.0084  O2 1.468, C4 1.614, H39 1.145, H40 1.156
4 C -1.4804 -1.8421 0.0008  C3 1.614, C5 1.612, H41 1.151, H42 1.157
5 C -2.3387 -0.6593 -0.6787  C4 1.612, C6 1.607, H43 1.139, H44 1.157
6 C -2.6232 0.5039 0.3928  C5 1.607, C7 1.605, H45 1.156, H46 1.159
7 C -1.3116 1.2715 0.9075  C6 1.605, C8 1.633, H47 1.159, H48 1.140
8 C -0.5873 1.9435 -0.3932  C7 1.633, C9 1.594, H49 1.161, H50 1.140
9 C 0.4601 3.0766 0.0060  C8 1.594, C10 1.593, H51 1.156, H52 1.159
10 C 1.9916 2.6782 0.1915  C9 1.593, O11 1.458, C12 1.637, C22 1.593
11 O 2.0308 2.2742 1.5918  C10 1.458, H53 0.981
12 C 2.6903 4.1377 -0.0589  C10 1.637, O13 1.239, O14 1.457
13 O 2.9557 5.0432 0.7440  C12 1.239
14 O 2.9070 4.2475 -1.4960  C12 1.457, C15 1.442
15 C 2.7231 2.9580 -2.1147  O14 1.442, Br16 2.034, C17 1.639, C22 1.651
16 Br 1.0945 2.7101 -3.3085  C15 2.034
17 C 3.8609 2.8581 -3.2898  C15 1.639, C18 1.618, H54 1.153, H55 1.157
18 C 3.5030 3.7485 -4.5928  C17 1.618, C19 1.630, H56 1.155, H57 1.144
19 C 4.9038 4.2725 -5.2404  C18 1.630, O20 1.257, O21 1.421
20 O 4.8440 5.3249 -5.9261  C19 1.257
21 O 6.1434 3.5911 -5.1110  C19 1.421, H58 0.982
22 C 2.8468 1.8681 -0.8810  C10 1.593, C15 1.651, C23 1.598, O27 1.466
23 C 4.4286 1.8364 -0.6553  C22 1.598, C24 1.596, H59 1.158, H60 1.159
24 C 5.0113 1.3501 0.7489  C23 1.596, C25 1.592, I26 2.219, H61 1.161
25 C 4.3897 0.0390 1.4034  C24 1.592, H62 1.137, H63 1.159, H64 1.159
26 I 5.3151 2.9973 2.2039  C24 2.219
27 O 2.2530 0.7354 -1.5987  C22 1.466, C28 1.404
28 C 1.9790 -0.3739 -0.7824  O27 1.404, O29 1.253, C30 1.611
29 O 1.4683 -0.3922 0.3617  C28 1.253
30 C 2.2920 -1.8153 -1.4315  C28 1.611, C31 1.559, C35 1.570
31 C 2.0665 -3.1189 -0.6063  C30 1.559, C32 1.557, H65 1.141
32 C 2.3350 -4.4889 -1.2947  C31 1.557, C33 1.550, H66 1.150
33 C 2.8043 -4.5333 -2.7714  C32 1.550, C34 1.565, H67 1.146
34 C 3.0578 -3.2352 -3.6076  C33 1.565, C35 1.571, H68 1.147
35 C 2.7871 -1.8490 -2.9206  C30 1.570, C34 1.571, H69 1.145
36 H -1.5363 -4.6815 2.0916  C1 1.158
37 H -0.1149 -3.6188 1.6214  C1 1.151
38 H -0.0281 -5.4355 1.1880  C1 1.148
39 H -2.9538 -3.3640 -0.9268  C3 1.145
40 H -2.8948 -3.4096 0.9572  C3 1.156
41 H -0.4929 -2.0126 -0.5660  C4 1.151
42 H -1.1905 -1.5114 1.0714  C4 1.157
43 H -1.7942 -0.3101 -1.6158  C5 1.139
44 H -3.3608 -1.1038 -0.9873  C5 1.157
45 H -3.2955 0.1372 1.2585  C6 1.156
46 H -3.2646 1.2977 -0.1559  C6 1.159
47 H -1.6850 2.1312 1.5891  C7 1.159
48 H -0.6005 0.6476 1.5438  C7 1.140
49 H -1.4606 2.4900 -0.9277  C8 1.161
50 H -0.2291 1.1688 -1.1493  C8 1.140
51 H 0.0943 3.5819 0.9798  C9 1.156
52 H 0.3938 3.9060 -0.8006  C9 1.159
53 H 1.2532 1.7144 1.8022  O11 0.981
54 H 3.9710 1.7417 -3.5561  C17 1.153
55 H 4.8813 3.2643 -2.9255  C17 1.157
56 H 3.0178 3.1327 -5.4406  C18 1.155
57 H 2.9240 4.7054 -4.3525  C18 1.144
58 H 6.0343 2.6184 -5.1921  O21 0.982
59 H 4.9604 2.8467 -0.8469  C23 1.158
60 H 4.8608 1.1127 -1.4513  C23 1.159
61 H 6.1112 1.0600 0.5177  C24 1.161
62 H 3.4446 0.1831 2.0180  C25 1.137
63 H 5.1851 -0.3717 2.1400  C25 1.159
64 H 4.2960 -0.7898 0.5990  C25 1.159
65 H 1.6923 -2.9985 0.4650  C31 1.141
66 H 2.1228 -5.4190 -0.6526  C32 1.150
67 H 2.9575 -5.5667 -3.2428  C33 1.146
68 H 3.3936 -3.2639 -4.7035  C34 1.147
69 H 2.9445 -0.8832 -3.5156  C35 1.145
70 C 3.6626 6.1854 4.1667  C71 1.516, H79 1.094, H80 1.091, H81 1.093
71 C 2.1694 6.0506 4.3923  C70 1.516, O72 1.438, H82 1.093, H83 1.094
72 O 1.8900 5.2799 5.5742  C71 1.438, C73 1.348
73 C 2.0725 5.9161 6.7481  O72 1.348, O74 1.205, C75 1.525
74 O 2.4453 7.0576 6.8509  C73 1.205
75 C 1.7132 5.0052 7.9178  C73 1.525, F76 1.350, F77 1.351, F78 1.346
76 F 2.2885 3.7881 7.8196  C75 1.350
77 F 0.3816 4.7947 7.9999  C75 1.351
78 F 2.0941 5.5111 9.1052  C75 1.346
79 H 4.1332 5.1989 4.1298  C70 1.094
80 H 3.8667 6.7134 3.2341  C70 1.091
81 H 4.1421 6.7333 4.9816  C70 1.093
82 H 1.7240 5.5113 3.5526  C71 1.093
83 H 1.6763 7.0257 4.4457  C71 1.094
84 C -3.5952 -9.4350 1.6738  C85 1.517, H93 1.093, H94 1.091, H95 1.093
85 C -4.9389 -8.8043 1.9871  C84 1.517, O86 1.437, H96 1.093, H97 1.094
86 O -4.8423 -7.9068 3.1054  C85 1.437, C87 1.348
87 C -4.2699 -6.7127 2.8525  O86 1.348, O88 1.205, C89 1.525
88 O -3.8510 -6.3764 1.7739  C87 1.205
89 C -4.2560 -5.8432 4.1057  C87 1.525, F90 1.349, F91 1.350, F92 1.346
90 F -3.7794 -6.5001 5.1838  C89 1.349
91 F -5.4935 -5.4150 4.4332  C89 1.350
92 F -3.4950 -4.7417 3.9641  C89 1.346
93 H -3.1908 -9.9315 2.5597  C84 1.093
94 H -3.6890 -10.1641 0.8676  C84 1.091
95 H -2.8625 -8.6831 1.3712  C84 1.093
96 H -5.6483 -9.5852 2.2715  C85 1.093
97 H -5.3592 -8.2896 1.1181  C85 1.094
98 C -8.1404 0.7296 -3.9230  C99 1.517, H107 1.093, H108 1.091, H109 1.093
99 C -7.1046 0.1081 -4.8407  C98 1.517, O100 1.437, H110 1.093, H111 1.094
100 O -5.8403 0.7825 -4.7277  C99 1.437, C101 1.348
101 C -5.1212 0.5018 -3.6227  O100 1.348, O102 1.205, C103 1.525
102 O -5.4755 -0.2588 -2.7576  C101 1.205
103 C -3.7931 1.2519 -3.6368  C101 1.525, F104 1.350, F105 1.350, F106 1.346
104 F -3.9431 2.5641 -3.9151  C103 1.350
105 F -2.9461 0.7595 -4.5660  C103 1.350
106 F -3.1469 1.1852 -2.4580  C103 1.346
107 H -8.2320 1.8007 -4.1208  C98 1.093
108 H -9.1136 0.2564 -4.0621  C98 1.091
109 H -7.8568 0.6256 -2.8730  C98 1.093
110 H -7.4274 0.2181 -5.8788  C99 1.093
111 H -6.9853 -0.9630 -4.6534  C99 1.094

***

No. 2
DFT (ωB97M-V/def2-TZVPD) results for a 2-piece molecular cluster, C3H6NO2 overall.

E_LUMO ... 4.058 eV
Spin multiplicity ... 1
Charge ... -1
Largest force on an atom ... 3.96 eV Å⁻¹
ΔE to the lowest compared entry with this formula, charge and spin ... 203.73 kJ/mol

Last columns: bonded neighbours and bond lengths (Å).
Positions of all 12 atoms, in Å:
1 C -1.8014 -1.3109 -0.3884  N3 1.458, H4 1.037, H5 1.129, H6 1.019
2 C -0.8734 0.8032 -0.6803  N3 1.312, H7 1.090, H8 1.115
3 N -1.9839 0.1321 -0.4877  C1 1.458, C2 1.312
4 H -1.5406 -1.7588 -1.2866  C1 1.037
5 H -2.7970 -1.7418 -0.0750  C1 1.129
6 H -1.1030 -1.5953 0.2972  C1 1.019
7 H -0.6986 1.8126 -0.3068  C2 1.090
8 H 0.0518 0.2161 -0.8870  C2 1.115
9 O 1.5391 0.3042 0.7217  C10 1.275
10 C 2.6327 0.9085 0.9760  O9 1.275, O11 1.255, H12 1.149
11 O 3.2447 1.8292 0.3819  C10 1.255
12 H 3.3297 0.4009 1.7351  C10 1.149

***

- The lowest largest force on an atom belongs to which entry?
  C3H6NO2

***

- What is the spin multiplicity in the first record?
  1

***

- Among the records above, which one has the lowest E_LUMO?
  C37H49BrF9IO14